DFT (the ωB97M-V functional and the def2-TZVPD basis) results for a structure of composition C24H35DyNOP2Si at a distorted geometry.

Cartesian coordinates (Å):
C: -3.19 -3.22 -1.66
C: -1.97 -2.51 -1.60
C: -1.99 -1.14 -2.00
C: -3.18 -0.53 -2.50
C: -4.39 -1.29 -2.54
C: -4.39 -2.61 -2.12
C: -3.13 0.80 -2.92
C: -1.90 1.40 -3.17
C: -0.70 0.78 -2.69
C: 0.57 1.34 -2.98
C: 0.60 2.58 -3.63
C: -0.57 3.22 -4.07
C: -1.82 2.64 -3.86
H: -3.22 -4.28 -1.36
H: -5.29 -0.83 -2.93
H: -5.33 -3.20 -2.09
H: -4.04 1.29 -3.24
H: 1.57 3.05 -3.83
H: -0.49 4.22 -4.54
H: -2.73 3.10 -4.27
N: -0.86 -0.33 -1.84
Dy: -0.29 0.24 0.34
C: -0.70 -3.20 -1.14
H: 0.13 -2.99 -1.84
H: -0.93 -4.28 -1.11
C: 1.85 0.62 -2.69
H: 1.81 -0.45 -2.97
H: 2.67 1.17 -3.16
P: -0.28 -2.59 0.56
P: 2.14 0.75 -0.85
C: 2.60 2.49 -0.62
H: 2.77 2.66 0.45
H: 3.51 2.74 -1.17
H: 1.78 3.12 -0.96
C: 3.68 -0.25 -0.63
H: 4.53 0.19 -1.19
H: 3.89 -0.23 0.46
H: 3.51 -1.30 -0.96
C: -1.73 -3.23 1.52
H: -1.85 -4.32 1.48
H: -1.57 -2.92 2.57
H: -2.65 -2.75 1.17
C: 1.14 -3.68 0.98
H: 1.44 -3.42 2.00
H: 0.91 -4.75 0.92
H: 1.97 -3.44 0.30
C: -0.89 2.46 0.57
O: -0.77 3.65 0.81
H: -1.98 1.82 0.35
C: 2.29 0.39 5.23
Si: 1.21 1.01 3.82
C: -0.55 0.88 4.44
C: 1.75 2.79 3.68
C: 1.22 0.14 2.17
H: 2.13 1.05 6.11
H: 3.36 0.40 4.99
H: 2.05 -0.64 5.52
H: -0.72 1.40 5.39
H: -1.23 1.30 3.70
H: -0.83 -0.17 4.55
H: 2.80 2.89 3.37
H: 1.16 3.35 2.95
H: 1.65 3.28 4.66
H: 1.24 -0.93 2.34
H: 2.21 0.31 1.77

frontier orbital gap (alpha / beta): 5.6958 / 5.7759 eV
spin multiplicity: 6
ΔE to the lowest compared entry with this formula, charge and spin: 43.9 kcal per mole
total charge: +1
E_HOMO (alpha / beta): -10.184 / -10.257 eV



DFT (the ωB97M-V functional and the def2-TZVPD basis) results for a structure of composition C24H35FeN5O2SSiTe at a distorted geometry.

Cartesian coordinates (Å):
Fe: 0.79 0.15 0.77
O: -1.11 -1.41 -2.48
C: -0.33 -0.94 -1.69
N: -0.22 -1.16 -0.34
C: -0.74 -2.28 0.27
O: -1.48 -3.12 -0.18
C: -0.21 -2.44 1.72
C: -0.64 -3.48 2.50
C: -0.15 -3.60 3.79
C: 0.76 -2.67 4.24
C: 1.16 -1.66 3.38
N: 0.68 -1.54 2.15
C: 0.72 0.07 -2.17
C: 1.01 0.20 -3.52
C: 1.97 1.12 -3.91
C: 2.60 1.88 -2.95
C: 2.27 1.67 -1.62
N: 1.35 0.78 -1.25
H: -1.35 -4.18 2.07
H: -0.48 -4.40 4.44
H: 1.17 -2.72 5.24
H: 1.88 -0.90 3.67
H: 0.49 -0.45 -4.21
H: 2.24 1.23 -4.96
H: 3.35 2.61 -3.21
H: 2.74 2.23 -0.82
C: -2.95 1.52 -5.09
C: -2.34 0.82 -3.88
N: -1.71 1.76 -2.95
C: -2.13 2.35 -1.81
S: -1.01 3.31 -0.94
N: -3.37 2.19 -1.30
C: -4.65 1.89 -1.93
C: -5.47 0.94 -1.07
H: -3.35 0.78 -5.80
H: -2.19 2.11 -5.60
H: -3.76 2.19 -4.80
H: -1.56 0.14 -4.20
H: -3.07 0.21 -3.34
H: -0.76 2.01 -3.16
H: -3.44 2.63 -0.40
H: -4.51 1.46 -2.91
H: -5.20 2.83 -2.07
H: -4.91 0.02 -0.89
H: -6.41 0.69 -1.57
H: -5.70 1.40 -0.10
C: 5.30 0.77 4.27
Si: 5.08 1.52 2.58
C: 5.99 0.52 1.29
C: 5.72 3.26 2.59
C: 3.32 1.42 2.13
C: 2.18 1.16 1.75
H: 6.35 0.74 4.57
H: 4.92 -0.26 4.28
H: 4.75 1.34 5.02
H: 7.06 0.46 1.49
H: 5.84 0.98 0.30
H: 5.59 -0.49 1.25
H: 6.77 3.28 2.91
H: 5.15 3.90 3.27
H: 5.67 3.70 1.59
C: -1.81 0.38 3.44
Te: -1.36 1.43 1.62
C: -0.68 3.12 2.68
H: -0.90 0.16 4.00
H: -2.30 -0.56 3.17
H: -2.49 0.98 4.04
H: -1.47 3.49 3.32
H: -0.40 3.88 1.94
H: 0.20 2.83 3.26

frontier orbital gap (alpha / beta): 7.2514 / 7.8686 eV
spin multiplicity: 5
ΔE to the lowest compared entry with this formula, charge and spin: 3.0 kcal per mole
E_HOMO (alpha / beta): -7.159 / -7.765 eV



DFT (the ωB97M-V functional and the def2-TZVPD basis) results for a structure of composition C24H35FeNOP2Si at a distorted geometry.

Cartesian coordinates (Å):
C: -1.76 2.90 -3.78
C: -1.42 1.69 -3.18
C: -0.06 1.30 -3.21
C: 0.96 2.28 -3.40
C: 0.60 3.51 -3.97
C: -0.75 3.78 -4.23
C: 2.25 1.94 -2.71
C: 2.63 0.55 -3.12
C: 1.58 -0.39 -2.94
C: 1.87 -1.76 -2.66
C: 3.14 -2.23 -2.95
C: 4.15 -1.33 -3.35
C: 3.92 0.05 -3.38
H: -2.81 3.14 -3.92
H: 1.38 4.23 -4.24
H: -1.04 4.71 -4.74
H: 3.05 2.70 -2.70
H: 3.35 -3.30 -2.87
H: 5.15 -1.72 -3.61
H: 4.72 0.75 -3.63
N: 0.27 0.03 -2.84
Fe: 0.27 0.23 -0.04
C: -2.39 0.79 -2.45
H: -2.29 -0.23 -2.84
H: -3.42 1.14 -2.54
C: 0.77 -2.59 -2.06
H: -0.14 -2.49 -2.66
H: 1.06 -3.64 -1.96
P: -1.99 0.65 -0.62
P: 0.25 -2.00 -0.34
C: 1.45 -2.89 0.70
H: 1.17 -2.76 1.76
H: 1.41 -3.96 0.44
H: 2.46 -2.50 0.55
C: -1.26 -3.00 -0.11
H: -0.97 -4.06 -0.03
H: -1.75 -2.69 0.82
H: -1.94 -2.87 -0.96
C: -2.38 2.32 -0.01
H: -3.36 2.65 -0.38
H: -2.39 2.27 1.09
H: -1.59 3.00 -0.34
C: -3.39 -0.35 0.00
H: -3.26 -0.50 1.08
H: -4.34 0.17 -0.19
H: -3.41 -1.34 -0.49
C: -0.35 0.06 1.64
O: -0.89 -0.21 2.66
H: 1.84 1.75 -1.59
C: 1.74 2.30 2.82
Si: 2.73 0.88 2.07
C: 4.54 1.44 1.86
C: 2.66 -0.62 3.20
C: 2.21 0.45 0.30
H: 2.18 2.61 3.78
H: 0.69 2.02 3.02
H: 1.73 3.18 2.16
H: 5.01 1.69 2.82
H: 5.13 0.65 1.39
H: 4.60 2.33 1.22
H: 1.63 -0.94 3.40
H: 3.21 -1.47 2.77
H: 3.13 -0.36 4.17
H: 2.49 1.41 -0.20
H: 2.85 -0.30 -0.22

frontier orbital gap (alpha / beta): 7.6799 / 6.3286 eV
spin multiplicity: 6
total charge: +1
E_HOMO (alpha / beta): -10.187 / -11.346 eV



Repeat the first record exactly.
DFT (the ωB97M-V functional and the def2-TZVPD basis) results for a structure of composition C24H35DyNOP2Si at a distorted geometry.

Cartesian coordinates (Å):
C: -3.19 -3.22 -1.66
C: -1.97 -2.51 -1.60
C: -1.99 -1.14 -2.00
C: -3.18 -0.53 -2.50
C: -4.39 -1.29 -2.54
C: -4.39 -2.61 -2.12
C: -3.13 0.80 -2.92
C: -1.90 1.40 -3.17
C: -0.70 0.78 -2.69
C: 0.57 1.34 -2.98
C: 0.60 2.58 -3.63
C: -0.57 3.22 -4.07
C: -1.82 2.64 -3.86
H: -3.22 -4.28 -1.36
H: -5.29 -0.83 -2.93
H: -5.33 -3.20 -2.09
H: -4.04 1.29 -3.24
H: 1.57 3.05 -3.83
H: -0.49 4.22 -4.54
H: -2.73 3.10 -4.27
N: -0.86 -0.33 -1.84
Dy: -0.29 0.24 0.34
C: -0.70 -3.20 -1.14
H: 0.13 -2.99 -1.84
H: -0.93 -4.28 -1.11
C: 1.85 0.62 -2.69
H: 1.81 -0.45 -2.97
H: 2.67 1.17 -3.16
P: -0.28 -2.59 0.56
P: 2.14 0.75 -0.85
C: 2.60 2.49 -0.62
H: 2.77 2.66 0.45
H: 3.51 2.74 -1.17
H: 1.78 3.12 -0.96
C: 3.68 -0.25 -0.63
H: 4.53 0.19 -1.19
H: 3.89 -0.23 0.46
H: 3.51 -1.30 -0.96
C: -1.73 -3.23 1.52
H: -1.85 -4.32 1.48
H: -1.57 -2.92 2.57
H: -2.65 -2.75 1.17
C: 1.14 -3.68 0.98
H: 1.44 -3.42 2.00
H: 0.91 -4.75 0.92
H: 1.97 -3.44 0.30
C: -0.89 2.46 0.57
O: -0.77 3.65 0.81
H: -1.98 1.82 0.35
C: 2.29 0.39 5.23
Si: 1.21 1.01 3.82
C: -0.55 0.88 4.44
C: 1.75 2.79 3.68
C: 1.22 0.14 2.17
H: 2.13 1.05 6.11
H: 3.36 0.40 4.99
H: 2.05 -0.64 5.52
H: -0.72 1.40 5.39
H: -1.23 1.30 3.70
H: -0.83 -0.17 4.55
H: 2.80 2.89 3.37
H: 1.16 3.35 2.95
H: 1.65 3.28 4.66
H: 1.24 -0.93 2.34
H: 2.21 0.31 1.77

frontier orbital gap (alpha / beta): 5.6958 / 5.7759 eV
spin multiplicity: 6
ΔE to the lowest compared entry with this formula, charge and spin: 43.9 kcal per mole
total charge: +1
E_HOMO (alpha / beta): -10.184 / -10.257 eV



What did the third record say?
DFT (the ωB97M-V functional and the def2-TZVPD basis) results for a structure of composition C24H35FeNOP2Si at a distorted geometry.

Cartesian coordinates (Å):
C: -1.76 2.90 -3.78
C: -1.42 1.69 -3.18
C: -0.06 1.30 -3.21
C: 0.96 2.28 -3.40
C: 0.60 3.51 -3.97
C: -0.75 3.78 -4.23
C: 2.25 1.94 -2.71
C: 2.63 0.55 -3.12
C: 1.58 -0.39 -2.94
C: 1.87 -1.76 -2.66
C: 3.14 -2.23 -2.95
C: 4.15 -1.33 -3.35
C: 3.92 0.05 -3.38
H: -2.81 3.14 -3.92
H: 1.38 4.23 -4.24
H: -1.04 4.71 -4.74
H: 3.05 2.70 -2.70
H: 3.35 -3.30 -2.87
H: 5.15 -1.72 -3.61
H: 4.72 0.75 -3.63
N: 0.27 0.03 -2.84
Fe: 0.27 0.23 -0.04
C: -2.39 0.79 -2.45
H: -2.29 -0.23 -2.84
H: -3.42 1.14 -2.54
C: 0.77 -2.59 -2.06
H: -0.14 -2.49 -2.66
H: 1.06 -3.64 -1.96
P: -1.99 0.65 -0.62
P: 0.25 -2.00 -0.34
C: 1.45 -2.89 0.70
H: 1.17 -2.76 1.76
H: 1.41 -3.96 0.44
H: 2.46 -2.50 0.55
C: -1.26 -3.00 -0.11
H: -0.97 -4.06 -0.03
H: -1.75 -2.69 0.82
H: -1.94 -2.87 -0.96
C: -2.38 2.32 -0.01
H: -3.36 2.65 -0.38
H: -2.39 2.27 1.09
H: -1.59 3.00 -0.34
C: -3.39 -0.35 0.00
H: -3.26 -0.50 1.08
H: -4.34 0.17 -0.19
H: -3.41 -1.34 -0.49
C: -0.35 0.06 1.64
O: -0.89 -0.21 2.66
H: 1.84 1.75 -1.59
C: 1.74 2.30 2.82
Si: 2.73 0.88 2.07
C: 4.54 1.44 1.86
C: 2.66 -0.62 3.20
C: 2.21 0.45 0.30
H: 2.18 2.61 3.78
H: 0.69 2.02 3.02
H: 1.73 3.18 2.16
H: 5.01 1.69 2.82
H: 5.13 0.65 1.39
H: 4.60 2.33 1.22
H: 1.63 -0.94 3.40
H: 3.21 -1.47 2.77
H: 3.13 -0.36 4.17
H: 2.49 1.41 -0.20
H: 2.85 -0.30 -0.22

frontier orbital gap (alpha / beta): 7.6799 / 6.3286 eV
spin multiplicity: 6
total charge: +1
E_HOMO (alpha / beta): -10.187 / -11.346 eV